# 1
Entry from OMol25: C14H44N10O16Zn as an isolated structure in a non-equilibrium geometry (ωB97M-V/def2-TZVPD).

Summary:
Total energy = -111301.5674 eV
Energy relative to the best compared isomer or geometry (same formula, charge and spin) = 377.1 kcal per mole
Total charge = 0
Gap between HOMO and LUMO = 1.830 eV

Each line ends with the Mulliken charge.
Geometry (Å):
Zn  1.174  1.026  -3.704  0.0566
C  -0.689  0.531  0.074  0.8294
O  0.052  1.484  -0.228  -0.2499
O  -0.833  0.058  1.203  -0.3913
O  -1.038  -0.057  -0.955  -0.2336
C  -6.428  -1.687  -3.688  0.6854
O  -7.464  -2.081  -4.260  -0.6699
N  -5.349  -2.421  -3.581  -0.3817
N  -6.216  -0.599  -3.011  -0.3748
H  -5.446  -3.390  -3.849  0.2114
H  -4.515  -2.151  -3.079  0.1434
H  -7.046  -0.083  -2.756  0.2077
H  -5.284  -0.306  -2.758  0.1800
C  0.427  -3.268  -7.213  0.6539
O  0.503  -2.076  -6.846  -0.6778
N  0.420  -4.384  -6.498  -0.3958
N  0.248  -3.574  -8.387  -0.3344
H  0.245  -5.283  -6.923  0.1627
H  0.305  -4.288  -5.499  0.2184
H  0.225  -4.562  -8.598  0.1434
H  0.116  -2.821  -9.047  0.2253
C  4.599  5.590  -4.729  0.6213
O  3.896  4.590  -4.665  -0.6542
N  5.821  5.444  -4.955  -0.3411
N  4.258  6.893  -4.519  -0.3679
H  6.480  6.206  -4.891  0.1495
H  6.208  4.563  -5.264  0.2186
H  4.965  7.612  -4.447  0.1576
H  3.299  7.200  -4.438  0.2121
C  5.423  -1.313  -1.152  0.6547
O  4.582  -1.205  -1.984  -0.6233
N  5.261  -2.078  -0.123  -0.3428
N  6.630  -0.812  -1.102  -0.3718
H  6.026  -2.109  0.537  0.1056
H  4.491  -2.719  0.008  0.1847
H  6.830  -0.045  -1.728  0.2360
H  7.167  -1.068  -0.286  0.1554
C  -3.355  4.403  -5.194  0.6401
O  -2.251  3.885  -5.272  -0.6530
N  -3.954  4.882  -4.169  -0.3976
N  -4.174  4.516  -6.162  -0.3721
H  -4.758  5.489  -4.102  0.1714
H  -3.451  4.937  -3.294  0.2222
H  -3.935  3.983  -6.987  0.2226
H  -5.019  5.055  -6.040  0.1635
C  2.667  -1.970  9.245  -0.3750
C  2.043  -1.043  8.209  -0.4010
O  0.842  -1.580  7.676  -0.5142
O  3.413  -3.021  8.572  -0.5317
H  1.874  -2.495  9.778  0.2742
H  3.322  -1.283  9.781  0.3084
H  2.792  -0.871  7.437  0.2972
H  1.724  -0.065  8.570  0.3426
H  0.556  -1.155  6.865  0.2849
H  2.756  -3.509  8.069  0.3145
C  0.981  5.983  2.890  -0.6286
C  1.251  7.041  1.772  -0.1945
O  0.522  6.680  0.602  -0.4999
O  1.942  4.914  3.043  -0.4986
H  0.051  5.430  2.754  0.4150
H  0.955  6.416  3.890  0.2900
H  2.327  7.175  1.660  0.2282
H  0.873  8.056  1.895  0.2904
H  0.526  5.723  0.530  0.2791
H  1.586  4.249  2.449  0.3188
C  1.528  -7.747  1.523  -0.4720
C  0.813  -6.359  1.503  -0.3342
O  1.436  -5.517  2.447  -0.5056
O  1.131  -8.509  2.602  -0.5217
H  2.615  -7.685  1.479  0.2986
H  1.282  -8.203  0.565  0.3249
H  -0.227  -6.478  1.806  0.3090
H  0.962  -5.991  0.488  0.2843
H  0.869  -4.749  2.552  0.2897
H  1.288  -7.976  3.385  0.3268
C  -5.582  -1.797  5.263  -0.2551
C  -5.729  -0.303  5.189  -0.5382
O  -4.511  0.476  5.255  -0.4722
O  -4.877  -2.238  4.148  -0.4528
H  -6.527  -2.323  5.402  0.3329
H  -5.100  -1.826  6.240  0.2167
H  -6.348  -0.025  6.042  0.3153
H  -6.396  0.009  4.385  0.2876
H  -3.906  0.198  4.563  0.2957
H  -4.168  -1.600  4.043  0.2709

***

# 2
Entry from OMol25: a 2-piece molecular cluster, C4H13N2O overall in a non-equilibrium geometry (ωB97M-V/def2-TZVPD).

Summary:
Total energy = -9377.8603 eV
Energy relative to the best compared isomer or geometry (same formula, charge and spin) = 85.9 kcal per mole
Total charge = +1
Gap between HOMO and LUMO = 8.664 eV

Each line ends with the natural charge from an NBO analysis.
Geometry (Å):
C  0.038  -0.610  -0.062  -0.2680
C  1.333  0.140  0.300  -0.4669
C  0.912  1.161  1.410  0.1527
C  1.296  2.460  1.279  -0.4348
N  0.243  0.559  2.472  -0.8317
N  -0.409  -0.557  -1.498  -0.7121
H  0.207  -1.696  0.260  0.2297
H  -0.681  -0.185  0.645  0.2570
H  2.138  -0.568  0.568  0.2481
H  1.809  0.680  -0.675  0.2169
H  1.607  3.001  2.131  0.2245
H  1.636  2.892  0.207  0.2086
H  -0.420  1.029  2.861  0.3836
H  0.641  -0.187  2.969  0.3917
H  -0.841  0.328  -1.811  0.4347
H  0.483  -0.470  -2.019  0.4380
H  -1.152  -1.213  -1.876  0.4874
H  -3.047  -2.324  -3.232  0.5222
H  -3.011  -2.522  -1.641  0.4896
O  -2.782  -1.921  -2.288  -0.9712

***

# 3
Entry from OMol25: C33H32FIN7O4RhS2 as an isolated structure in a non-equilibrium geometry (ωB97M-V/def2-TZVPD).

Summary:
Multiplicity = 2
Total energy = -88852.2838 eV
Energy relative to the best compared isomer or geometry (same formula, charge and spin) = 0.0 kcal per mole
Total charge = +1
Gap between HOMO and LUMO (alpha / beta) = 6.999 / 6.818 eV

Each line ends with the Mulliken charge.
Geometry (Å):
Rh  -0.016  -0.685  0.221  0.6889
O  -1.815  -0.229  1.005  -0.6469
N  -2.536  0.523  0.146  0.4495
C  -3.363  1.435  0.682  -0.2006
C  -4.160  2.199  -0.127  -0.8173
C  -4.083  2.019  -1.509  -0.1576
C  -3.217  1.086  -2.028  -0.8436
C  -2.419  0.319  -1.179  0.8746
S  -1.292  -0.881  -1.700  -0.3206
H  -3.333  1.498  1.758  0.4696
H  -4.823  2.926  0.316  0.4224
H  -4.689  2.622  -2.170  0.4021
H  -3.116  0.933  -3.093  0.4321
F  6.276  -3.160  -0.352  -0.3811
C  5.883  -1.876  -0.217  0.3997
C  4.578  -1.573  -0.431  -0.7964
C  4.125  -0.238  -0.377  0.4732
C  2.728  0.106  -0.526  1.4830
O  1.833  -0.773  -0.778  -1.1490
C  2.412  1.487  -0.437  0.1184
C  3.413  2.405  -0.308  -0.5286
N  4.706  2.090  -0.163  0.4940
C  5.712  3.132  -0.155  -0.3398
C  6.411  3.474  1.128  -0.4027
C  5.422  4.429  0.527  -0.9422
C  5.093  0.757  -0.158  -0.4195
C  6.433  0.427  0.074  -0.3966
C  6.876  -0.891  0.076  -0.3037
N  8.188  -1.219  0.287  0.0719
C  8.617  -2.474  0.916  -0.5764
C  9.822  -2.203  1.830  -0.8067
N  9.635  -0.948  2.566  -0.3502
C  9.574  0.238  1.692  -0.2276
C  9.238  -0.210  0.279  -1.2465
C  1.013  2.039  -0.480  -0.1387
O  0.845  3.200  -0.804  -0.7351
O  0.039  1.265  -0.121  -0.2178
H  3.876  -2.361  -0.669  0.5454
H  3.160  3.455  -0.339  0.7515
H  6.293  3.156  -1.069  0.4694
H  7.465  3.710  1.082  0.2929
H  6.103  2.933  2.014  0.1589
H  5.782  5.329  0.050  0.2611
H  4.474  4.544  1.032  0.3266
H  7.127  1.218  0.295  0.5323
H  8.888  -3.224  0.169  0.2677
H  7.797  -2.866  1.513  0.4422
H  10.752  -2.211  1.250  0.3259
H  9.888  -3.017  2.552  0.4316
H  10.378  -0.840  3.243  0.2780
H  6.518  -0.923  4.972  0.1426
H  10.513  0.800  1.682  0.3241
H  8.788  0.906  2.064  0.2095
H  10.116  -0.663  -0.184  0.4042
H  8.960  0.633  -0.349  0.5014
I  -2.930  -4.086  3.970  0.1140
C  -1.827  -3.952  2.220  -0.6535
C  -1.700  -5.034  1.363  -0.0464
C  -0.946  -4.882  0.211  -1.0037
C  -0.355  -3.661  -0.046  -0.2838
N  -0.483  -2.620  0.784  0.2555
C  -1.204  -2.758  1.901  -0.0057
H  -2.179  -5.977  1.591  0.4173
H  -0.814  -5.702  -0.481  0.4304
H  0.240  -3.494  -0.934  0.5731
H  -1.278  -1.894  2.543  0.4676
N  4.622  1.080  5.295  -0.4323
C  4.298  -0.116  4.716  0.4337
S  5.302  -1.501  5.076  -0.2417
C  3.194  -0.267  3.856  1.5624
C  2.210  0.735  3.657  -1.1537
C  1.188  0.526  2.767  -0.9977
N  1.072  -0.592  2.031  0.6943
C  1.985  -1.562  2.229  -0.7837
C  3.013  -1.458  3.116  -0.7782
H  5.216  1.042  6.107  0.2343
H  3.918  1.800  5.334  0.1678
H  2.224  1.668  4.203  0.2824
H  0.423  1.275  2.602  0.4612
H  1.862  -2.457  1.636  0.4455
H  3.710  -2.276  3.210  0.3414